[1]
108
Properties=species:S:1:pos:R:3:forces:R:3 method="wB97M-V/def2-TZVPD" mol_weight_g_mol=887.63 total_charge=+2 e_tot_ha=-6281.94845 spin_multiplicity=5
Co -0.913 1.346 -1.047 -1.0 1.3 -1.0
C 2.201 3.806 0.193 0.0 -0.1 -0.2
C 1.583 4.624 1.142 -0.1 0.0 0.0
C 0.213 4.696 1.171 0.1 0.0 0.0
C -0.561 3.922 0.284 0.3 -0.2 -0.2
N 0.056 3.073 -0.585 -0.1 0.0 0.3
C 1.400 3.068 -0.641 0.2 0.1 0.1
N -1.908 4.130 0.321 -0.5 0.3 0.3
C -2.809 3.425 -0.270 0.4 -0.1 0.1
N -2.612 2.230 -0.914 0.1 0.0 0.0
C -3.724 1.938 -1.660 0.2 -0.3 -0.2
N -3.818 1.058 -2.597 -0.6 0.1 0.1
C -2.789 0.351 -3.142 0.4 0.0 0.0
C -3.139 -0.595 -4.127 0.1 0.0 0.0
C -2.169 -1.291 -4.802 -0.1 0.0 0.1
C -0.826 -1.028 -4.522 0.2 0.1 0.0
C -0.543 -0.097 -3.556 0.0 -0.2 -0.2
N -1.477 0.559 -2.845 -0.1 -0.2 0.1
C -4.793 2.881 -1.297 0.0 0.3 0.2
C -6.110 2.975 -1.695 0.1 0.0 0.0
C -6.853 4.037 -1.187 0.0 0.0 0.0
C -6.287 4.963 -0.319 0.0 0.1 0.1
C -4.953 4.871 0.072 0.1 0.0 0.0
C -4.219 3.817 -0.429 -0.4 -0.2 -0.2
H 3.278 3.756 0.111 0.0 0.0 0.0
H 2.181 5.202 1.833 0.0 0.0 0.0
H -0.314 5.338 1.860 0.0 0.0 0.0
H 1.838 2.427 -1.401 0.0 0.0 0.0
H -4.190 -0.732 -4.328 0.0 0.0 0.0
H -2.441 -2.018 -5.555 0.0 0.0 0.0
H -0.027 -1.525 -5.052 0.0 0.0 0.0
H 0.487 0.158 -3.322 0.0 0.0 0.0
H -6.541 2.252 -2.374 0.0 0.0 0.0
H -7.888 4.151 -1.479 0.0 0.0 0.0
H -6.894 5.772 0.063 0.0 0.0 0.0
H -4.512 5.600 0.738 0.0 0.0 0.0
C 1.372 -3.114 -1.799 0.0 0.1 0.1
C 2.646 -2.593 -1.153 -0.1 0.5 -0.1
C 3.827 -3.520 -1.388 0.1 0.1 0.0
Sb 3.087 -0.563 -1.967 0.9 -0.9 0.1
C 4.747 0.414 -0.815 -0.5 0.0 -0.3
C 5.341 1.521 -1.669 -0.1 0.0 0.0
C 5.763 -0.613 -0.352 -0.1 -0.1 0.0
C 3.746 -0.978 -4.073 -0.3 0.3 0.4
C 5.184 -1.464 -4.104 0.1 -0.1 0.2
C 3.508 0.233 -4.957 -0.1 0.0 0.0
H 1.126 -4.086 -1.365 0.0 0.0 0.0
H 1.502 -3.255 -2.873 0.0 0.0 0.0
H 0.524 -2.450 -1.629 0.0 0.0 0.0
H 2.498 -2.420 -0.086 0.0 0.1 0.0
H 3.979 -3.714 -2.450 0.0 0.0 0.0
H 3.614 -4.480 -0.911 0.0 0.0 0.0
H 4.750 -3.137 -0.957 0.0 -0.1 0.0
H 4.227 0.837 0.047 -0.1 0.0 0.0
H 5.840 1.121 -2.551 0.0 0.1 0.0
H 6.093 2.055 -1.083 0.0 0.0 0.0
H 4.590 2.246 -1.987 0.0 0.0 0.0
H 6.241 -1.134 -1.181 0.0 0.0 0.0
H 5.317 -1.340 0.327 0.1 0.0 0.0
H 6.549 -0.089 0.197 0.0 0.0 0.0
H 3.069 -1.789 -4.353 0.0 0.0 0.1
H 5.890 -0.666 -3.879 0.0 0.0 0.0
H 5.400 -1.816 -5.117 0.0 0.0 0.0
H 5.365 -2.297 -3.426 0.1 0.0 0.0
H 4.162 1.064 -4.693 0.0 0.0 0.0
H 2.472 0.574 -4.917 0.0 0.0 0.0
H 3.724 -0.034 -5.994 0.0 0.0 0.0
C -2.038 1.521 2.799 0.0 -0.1 -0.1
C -1.290 0.478 3.646 0.1 0.0 -0.2
C -2.120 0.167 4.906 0.0 -0.3 -0.1
C 0.038 1.107 4.093 0.0 -0.2 -0.1
Si -1.014 -1.178 2.707 0.0 0.2 -0.3
Br 0.049 -0.268 0.302 0.4 -1.1 1.3
C -2.579 -2.106 2.072 0.2 0.2 -0.1
C -2.957 -3.163 3.127 0.2 0.1 0.2
C -3.773 -1.157 1.891 0.1 0.1 0.0
C -2.350 -2.811 0.726 0.2 0.0 0.0
C 0.525 -2.241 3.165 -0.1 0.1 -0.2
C 1.859 -1.487 3.047 -0.1 0.1 0.0
C 0.620 -3.484 2.265 -0.1 0.1 0.1
C 0.353 -2.699 4.625 -0.2 0.2 0.0
H -2.032 2.476 3.329 0.0 0.0 0.0
H -3.077 1.251 2.630 0.0 0.0 0.0
H -1.560 1.682 1.830 0.0 0.0 0.0
H -2.297 1.095 5.453 0.0 0.0 0.0
H -1.600 -0.522 5.574 0.0 0.0 0.1
H -3.093 -0.265 4.670 0.0 0.0 0.0
H -0.174 2.046 4.607 0.0 0.0 0.0
H 0.687 1.326 3.242 0.0 0.0 0.0
H 0.572 0.469 4.796 0.0 0.0 0.0
H -3.170 -2.714 4.100 0.0 0.0 0.0
H -2.176 -3.911 3.262 0.0 0.0 0.0
H -3.857 -3.685 2.798 0.0 0.0 0.0
H -4.062 -0.675 2.824 0.0 0.0 0.0
H -4.632 -1.736 1.548 0.0 0.0 0.0
H -3.570 -0.390 1.141 0.0 0.0 0.0
H -1.547 -3.545 0.770 0.0 0.0 -0.1
H -2.120 -2.094 -0.063 0.0 0.0 0.0
H -3.266 -3.333 0.444 0.0 0.0 0.0
H 2.015 -1.102 2.039 0.1 0.0 0.0
H 2.670 -2.181 3.280 0.0 0.0 0.0
H 1.931 -0.656 3.744 0.0 0.0 0.0
H 0.670 -3.207 1.210 0.0 -0.1 0.0
H -0.219 -4.162 2.413 0.0 0.0 -0.1
H 1.529 -4.034 2.519 0.0 0.0 0.0
H 0.347 -1.854 5.315 0.0 0.0 0.0
H 1.189 -3.344 4.901 0.0 0.0 0.0
H -0.566 -3.269 4.776 0.0 0.0 0.0

=====

[2]
109
Properties=species:S:1:pos:R:3:forces:R:3 method="wB97M-V/def2-TZVPD" mol_weight_g_mol=936.79 total_charge=-1 e_tot_ha=-7544.07917 spin_multiplicity=2
Pd -15.389 2.558 8.115 -0.4 -1.5 0.6
C -15.210 1.409 4.445 -0.6 -0.6 -0.8
C -16.629 1.029 4.982 0.1 1.1 -0.6
C -16.755 -0.464 5.255 -0.9 -0.1 0.4
P -16.949 2.222 6.405 -1.0 -0.7 0.3
C -18.302 1.241 7.371 -0.5 0.9 -0.9
N -17.811 0.226 8.278 -1.0 -0.8 0.8
Ge -16.353 0.763 9.526 -0.4 1.7 -1.0
N -17.320 1.655 10.945 0.3 0.0 1.2
C -17.228 3.133 11.029 -0.4 -0.9 -0.3
P -15.797 3.827 10.104 0.1 0.2 0.1
C -16.261 5.633 10.240 1.3 -0.2 0.2
C -16.521 6.242 11.654 0.6 0.3 -0.5
C -17.326 5.940 9.229 0.1 1.4 -1.0
C -14.230 3.712 11.147 -0.4 -0.4 0.7
C -13.221 4.815 10.843 -0.6 -0.4 -0.8
C -14.432 3.506 12.662 -1.0 -1.2 -0.6
C -18.309 1.012 11.668 0.4 1.0 -0.2
C -19.161 1.729 12.576 -1.2 -2.1 -0.4
C -20.401 1.160 12.906 0.8 -0.7 -0.7
C -20.749 -0.114 12.421 0.2 0.4 0.0
C -19.818 -0.918 11.750 1.2 1.1 -0.4
C -18.537 -0.367 11.407 -1.7 0.0 1.0
N -17.505 -1.082 10.700 0.3 0.4 -1.5
C -18.045 -1.790 9.518 0.8 -1.4 1.4
C -18.131 -3.196 9.478 -0.3 0.5 0.4
C -18.811 -3.788 8.426 -0.2 -0.7 -0.8
C -19.405 -2.999 7.430 0.1 -0.2 0.4
C -19.322 -1.616 7.484 0.4 0.3 0.0
C -18.453 -0.994 8.438 0.3 0.5 -1.1
C -16.419 -1.651 11.483 -0.6 -0.2 0.2
C -16.713 -2.570 12.491 0.9 -0.1 0.5
C -15.634 -3.088 13.239 0.6 -0.1 0.0
C -14.315 -2.682 12.978 -0.8 0.1 -0.6
C -14.045 -1.753 11.959 0.8 -0.7 1.0
C -15.069 -1.207 11.226 -1.5 0.8 -1.1
N -14.878 -0.231 10.244 -0.8 -1.3 0.7
C -13.560 0.085 9.782 1.2 0.2 -0.2
P -13.546 0.931 8.103 0.0 1.5 0.1
C -11.856 1.774 8.177 -0.2 -0.9 -0.5
C -10.717 0.900 8.664 1.4 -0.2 0.7
C -11.491 2.460 6.843 -1.1 1.0 0.3
C -13.529 -0.486 6.888 -0.2 -0.7 -0.3
C -13.817 -1.851 7.606 -1.1 1.4 -0.9
C -12.309 -0.616 5.924 0.2 -0.6 -0.1
C -17.980 3.520 5.455 -0.4 0.4 -0.9
C -19.328 3.954 6.144 1.3 0.1 -0.2
C -17.228 4.838 5.073 -0.6 -0.3 0.6
H -15.061 0.825 3.515 0.1 0.1 0.3
H -14.381 1.164 5.130 -0.6 0.5 -0.2
H -15.183 2.463 4.136 0.2 -0.2 0.4
H -17.356 1.257 4.151 0.6 0.0 0.7
H -16.175 -0.933 4.481 0.5 -0.7 -0.2
H -17.796 -0.858 5.096 0.8 0.5 0.5
H -16.407 -0.743 6.266 -0.2 -0.1 -0.5
H -18.985 0.846 6.582 0.3 0.0 0.7
H -18.858 2.047 7.911 0.2 -0.6 -0.2
H -17.218 3.505 12.057 -0.2 -0.2 0.0
H -18.106 3.552 10.467 0.5 0.0 0.7
H -15.320 6.061 9.844 -0.5 0.1 0.2
H -17.555 6.102 11.984 0.1 0.1 -0.1
H -16.266 7.342 11.663 -0.5 -1.0 -0.1
H -15.860 5.780 12.396 -0.2 0.1 -0.1
H -18.222 5.375 9.339 -0.8 -0.5 0.3
H -17.010 5.851 8.175 0.2 -0.3 0.6
H -17.586 6.996 9.334 -0.3 0.1 0.1
H -13.792 2.775 10.776 -0.1 0.1 0.0
H -13.615 5.794 11.079 0.2 0.3 0.5
H -13.037 4.841 9.775 0.1 0.0 -0.3
H -12.285 4.580 11.320 0.4 0.2 0.5
H -14.815 4.355 13.194 -0.2 0.6 0.1
H -13.511 3.222 13.136 0.7 -0.1 0.2
H -15.147 2.660 12.823 0.5 0.6 0.0
H -18.939 2.662 13.025 0.5 0.9 -0.2
H -21.152 1.690 13.484 0.3 0.2 0.0
H -21.794 -0.375 12.519 0.1 -0.6 0.1
H -20.093 -1.906 11.379 0.1 0.2 0.2
H -17.703 -3.864 10.250 -0.3 0.8 -0.3
H -18.927 -4.883 8.354 0.3 0.6 0.1
H -19.848 -3.519 6.573 -0.3 0.4 0.4
H -19.854 -1.005 6.751 0.4 -0.2 0.1
H -17.729 -2.917 12.784 0.7 0.6 -0.7
H -15.783 -3.854 14.004 -0.2 0.3 -0.2
H -13.490 -3.114 13.530 -0.1 0.0 0.1
H -13.019 -1.444 11.750 -0.3 -0.1 0.2
H -12.936 -0.814 9.626 -0.3 0.2 0.5
H -12.964 0.748 10.475 -0.6 -0.4 -0.4
H -12.043 2.523 8.965 0.0 0.0 -0.5
H -10.532 -0.088 8.198 -0.5 0.6 0.0
H -10.789 0.710 9.737 -0.2 -0.2 0.1
H -9.756 1.443 8.590 -0.2 -0.1 -0.2
H -12.364 2.914 6.327 0.3 -0.4 0.4
H -10.962 1.840 6.146 0.2 -0.7 -0.2
H -10.846 3.310 7.040 0.3 0.2 0.2
H -14.443 -0.285 6.236 1.3 -0.4 1.1
H -13.068 -2.211 8.274 0.8 -0.2 0.2
H -14.003 -2.534 6.792 0.0 -0.7 0.0
H -14.735 -1.741 8.198 0.1 -0.2 -0.2
H -11.318 -0.449 6.419 -1.0 -0.1 -0.6
H -12.396 0.018 5.021 0.1 0.1 0.6
H -12.311 -1.656 5.504 0.1 0.7 0.4
H -18.176 3.083 4.420 -0.2 0.1 1.4
H -19.135 4.327 7.171 0.0 -0.1 -0.5
H -20.048 3.153 6.209 -0.3 -0.3 0.0
H -19.736 4.779 5.546 -0.1 -0.2 0.2
H -17.056 5.502 5.924 0.2 -0.3 0.0
H -17.869 5.396 4.389 -0.2 0.0 -0.1
H -16.304 4.672 4.548 0.6 -0.2 0.0
Br -14.415 4.777 7.456 1.2 1.6 -1.1